Molecular formula: C4H8NO
Method: DFT, the ωB97M-V functional and the def2-TZVPD basis

The largest force on an atom comes out at 4.653 eV Å⁻¹. The lowest unoccupied orbital energy (alpha / beta) is -4.68 / -4.67 eV. For the highest occupied orbital energy (alpha / beta), the calculation gives -12.111 / -12.112 eV. The frontier orbital gap (alpha / beta) is 7.432 / 7.442 eV. Its charge is +1.

Geometry (Å):
N1 0.714 0.912 -2.473
H1 0.593 1.974 -0.424
C1 -0.953 -0.426 1.305
H2 -1.381 -1.138 3.346
H3 -1.866 0.002 1.073
H4 1.171 1.809 -3.010
H5 0.285 -1.341 2.845
O1 1.399 0.023 -0.370
H6 1.308 0.081 -2.502
C2 0.609 1.001 -0.975
C3 -0.741 -1.211 2.526
H7 -1.027 -2.253 2.053
C4 0.157 -0.375 -0.555
H8 -0.269 0.941 -2.840

Molecular formula: C4H15NSi2
Method: DFT, the ωB97M-V functional and the def2-TZVPD basis

The largest force on an atom comes out at 4.080 eV Å⁻¹. The lowest unoccupied orbital energy is -0.12 eV. For the highest occupied orbital energy, the calculation gives -7.758 eV. The frontier orbital gap is 7.643 eV. Its charge is 0.

Geometry (Å):
H1 0.133 1.938 4.285
C1 0.504 -0.477 -1.460
H2 -1.902 1.413 -0.156
H3 -1.349 -1.126 1.829
H4 -2.275 0.027 -1.203
H5 2.080 -0.396 -0.097
Si1 -0.331 1.912 2.799
H6 2.430 0.266 -1.705
H7 0.095 -2.348 -0.374
H8 -1.647 2.585 2.935
H9 -1.258 1.325 -1.802
C2 1.984 -0.537 -1.193
H10 0.804 2.768 2.167
N1 -0.102 0.373 -0.478
H11 0.246 -0.038 -2.520
C3 -0.128 -1.880 -1.365
H12 2.404 -1.429 -1.470
H13 0.214 -2.605 -2.075
H14 0.981 -0.661 2.516
Si2 -0.215 -0.148 1.883
C4 -1.442 0.826 -0.911
H15 -1.225 -1.789 -1.607

Quick rundown of ΔE to the lowest compared entry with this formula, charge and spin, same order as above: 7.7590, 5.2037 eV